A molecular structure, C33H37BBaF11O37PPd at a distorted geometry, computed with ωB97M-V/def2-TZVPD.

Atoms and positions in Å:
O1 -2.06 0.01 0.82
F1 -3.76 2.39 3.40
C1 -5.00 2.82 -0.31
H1 -1.36 -4.14 2.16
H2 -7.90 3.65 -0.56
P1 0.76 2.71 -1.29
H3 -5.82 -1.91 1.19
O2 1.14 2.66 -6.45
H4 -1.37 -3.33 -4.52
C2 3.53 -4.93 2.89
O3 6.24 -3.15 -1.85
C3 -4.77 -1.94 1.48
C4 0.97 2.77 -5.00
F2 0.88 -2.82 -5.63
H5 1.54 0.88 -4.21
O4 -2.22 5.19 1.28
O5 3.34 -4.35 1.71
F3 -7.35 1.38 1.38
C5 0.72 1.49 -6.88
O6 -4.19 -0.77 1.06
H6 1.99 4.43 0.92
B1 0.63 0.26 2.17
C6 -6.45 -0.87 -1.85
O7 -0.84 -2.89 -2.59
C7 4.91 -0.19 4.93
H7 1.05 0.03 3.14
O8 5.57 -0.91 5.74
H8 3.56 3.79 -0.76
H9 2.72 -0.76 -1.69
O9 -2.63 -2.24 0.65
F4 5.22 1.05 -1.36
O10 -6.74 -0.27 -3.05
O11 3.51 -4.08 3.84
H10 4.75 1.47 2.23
C8 -0.61 -3.53 -3.77
C9 0.70 1.40 -4.67
O12 -5.10 -1.12 -1.74
O13 3.89 -6.03 3.00
O14 5.49 0.48 3.81
C10 0.78 -4.60 -0.04
H11 -0.77 -6.51 1.80
H12 -3.63 -0.95 -3.31
O15 3.77 5.27 1.48
O16 0.81 -1.74 -3.58
H13 2.86 0.24 3.08
O17 1.63 1.39 -1.11
C11 4.83 -0.11 -1.93
C12 -1.52 3.17 3.93
H14 -3.90 -3.87 1.28
H15 1.43 0.61 1.55
H16 2.54 1.65 3.98
O18 0.91 -5.87 0.64
H17 2.18 -2.49 3.56
O19 0.07 -3.69 0.70
O20 -0.65 2.11 -1.49
C13 -4.45 -0.41 -2.83
C14 5.08 4.92 1.36
H18 3.60 2.39 0.27
Ba1 -1.39 4.58 -1.32
H19 -5.36 -1.19 -4.41
C15 -5.58 -0.30 -3.81
C16 -0.32 -4.33 1.90
O21 0.90 3.92 -2.23
H20 0.25 3.52 -4.70
O22 1.23 -4.37 -1.10
H21 -2.17 1.26 3.14
F5 4.64 -2.43 1.42
H22 2.72 -2.46 1.27
C17 -2.90 -0.90 0.85
F6 2.89 3.61 2.45
C18 0.79 -3.03 -4.26
C19 -2.51 2.30 3.08
H23 -6.60 3.16 1.85
O23 -2.19 2.92 1.89
C20 3.47 -2.99 1.86
H24 -0.16 0.98 2.30
H25 0.83 -6.00 2.56
O24 -0.16 -0.94 -1.56
H26 -5.65 0.66 -4.32
H27 -0.64 -4.62 -3.75
O25 -6.08 3.23 -1.01
O26 -7.27 -1.35 -1.00
O27 6.12 5.65 1.66
O28 -3.87 3.03 -0.74
F7 -4.56 -2.17 2.85
F8 4.84 2.58 3.82
H28 -7.65 1.94 -0.84
C21 4.60 1.44 3.31
C22 3.71 -0.89 -1.27
O29 -5.36 2.07 0.81
C23 -0.12 -1.72 -2.52
Pd1 0.07 0.94 0.15
F9 0.49 -3.82 2.83
F10 2.20 3.17 -4.45
H29 1.55 -3.70 -3.85
C24 -7.25 2.81 -0.32
C25 2.99 4.16 1.27
C26 -3.92 -2.90 0.77
H30 0.15 -0.62 1.75
H31 3.82 -1.98 3.75
C27 3.21 -2.77 3.31
C28 3.30 0.87 3.85
C29 0.09 -5.84 1.78
H32 -0.27 1.32 -4.18
O30 5.94 -0.91 -1.77
O31 0.70 1.15 -8.06
C30 -6.67 2.46 1.03
O32 -1.88 4.39 3.37
C31 5.48 -2.18 -1.71
H33 4.70 -0.01 -3.01
O33 4.16 -2.29 -1.57
O34 0.37 3.16 0.14
O35 5.11 3.77 0.72
C32 3.77 3.46 0.25
C33 -2.09 4.28 2.12
H34 -4.26 -3.06 -0.25
H35 3.60 -0.65 -0.21
O36 3.60 0.04 4.96
F11 -4.05 0.87 -2.63
H36 -1.77 3.09 4.99
H37 -0.51 2.82 3.71
O37 0.38 0.66 -5.89

Properties
Electronic energy (eV): -154606.42463
Net charge: 0
Molar mass (Da): 1520.13
Energy relative to the best compared isomer or geometry (same formula, charge and spin) (kcal/mol): 0.0
HOMO (alpha / beta) (eV): -8.8 / -9.5
Gap between HOMO and LUMO (alpha / beta) (eV): 7.415 / 8.068
2S+1: 3

Results of the Löwdin charge analysis, in e, for atoms 1 through 99: atom 1 (O): 0.08, atom 2 (F): 0.15, atom 3 (C): -0.45, atom 4 (H): 0.16, atom 5 (H): 0.15, atom 6 (P): -0.11, atom 7 (H): 0.17, atom 8 (O): 0.15, atom 9 (H): 0.13, atom 10 (C): -0.67, atom 11 (O): 0.12, atom 12 (C): -0.28, atom 13 (C): -0.26, atom 14 (F): 0.06, atom 15 (H): 0.15, atom 16 (O): -0.04, atom 17 (O): 0.16, atom 18 (F): 0.10, atom 19 (C): -0.58, atom 20 (O): 0.13, atom 21 (H): 0.14, atom 22 (B): -0.47, atom 23 (C): -0.43, atom 24 (O): 0.05, atom 25 (C): -0.45, atom 26 (H): -0.02, atom 27 (O): 0.10, atom 28 (H): 0.15, atom 29 (H): 0.10, atom 30 (O): 0.08, atom 31 (F): 0.08, atom 32 (O): 0.09, atom 33 (O): 0.14, atom 34 (H): 0.17, atom 35 (C): -0.13, atom 36 (C): -0.06, atom 37 (O): 0.11, atom 38 (O): 0.21, atom 39 (O): 0.11, atom 40 (C): -0.46, atom 41 (H): 0.13, atom 42 (H): 0.17, atom 43 (O): 0.13, atom 44 (O): 0.08, atom 45 (H): 0.07, atom 46 (O): -0.38, atom 47 (C): -0.34, atom 48 (C): -0.01, atom 49 (H): 0.15, atom 50 (H): -0.03, atom 51 (H): 0.14, atom 52 (O): 0.05, atom 53 (H): 0.13, atom 54 (O): 0.12, atom 55 (O): -0.60, atom 56 (C): -0.26, atom 57 (C): -0.45, atom 58 (H): 0.12, atom 59 (Ba): 2.05, atom 60 (H): 0.15, atom 61 (C): -0.10, atom 62 (C): -0.29, atom 63 (O): -0.53, atom 64 (H): 0.15, atom 65 (O): 0.19, atom 66 (H): 0.16, atom 67 (F): 0.08, atom 68 (H): 0.16, atom 69 (C): -0.46, atom 70 (F): 0.13, atom 71 (C): -0.20, atom 72 (C): -0.37, atom 73 (H): 0.18, atom 74 (O): 0.08, atom 75 (C): -0.32, atom 76 (H): -0.06, atom 77 (H): 0.14, atom 78 (O): 0.09, atom 79 (H): 0.16, atom 80 (H): 0.14, atom 81 (O): 0.07, atom 82 (O): 0.11, atom 83 (O): 0.06, atom 84 (O): 0.01, atom 85 (F): 0.05, atom 86 (F): 0.15, atom 87 (H): 0.14, atom 88 (C): -0.40, atom 89 (C): -0.01, atom 90 (O): 0.14, atom 91 (C): -0.40, atom 92 (Pd): 1.06, atom 93 (F): 0.08, atom 94 (F): 0.03, atom 95 (H): 0.17, atom 96 (C): -0.02, atom 97 (C): -0.41, atom 98 (C): -0.06, atom 99 (H): -0.04